[1]
92
Properties=species:S:1:pos:R:3:lowdin_charge:R:1 method="wB97M-V/def2-TZVPD" spin_multiplicity=1 lumo_energy_ha=0.000 e_above_lowest_kcal_mol=1.3 charge=0
H -1.86121 -5.27210 3.16785 0.098
H 1.40799 2.77311 4.11755 0.115
C -8.65776 -0.58154 -0.82907 -0.167
H -2.13657 2.92391 -0.31572 0.077
O 3.69383 2.17087 -3.16186 -0.252
C -1.44131 4.06277 -2.00412 -0.083
O 3.61503 -0.62315 -1.91139 -0.250
C -4.43780 1.08083 4.97693 -0.076
C -3.59022 -0.73997 -2.31309 -0.379
C -3.20421 3.05685 4.38881 -0.089
N -8.39793 -1.88169 -0.69834 0.049
C -2.81349 -2.53591 1.40935 -0.099
C -3.46760 -2.12617 -2.37473 -0.112
C -2.61208 2.36737 3.34168 -0.124
H -3.19884 -4.63434 1.18641 0.103
F 3.12244 -0.34627 -4.70414 0.165
C -2.15351 1.75441 -2.11245 -0.400
F 5.05752 1.83012 -0.79534 0.154
C -3.31728 0.47703 0.29496 -1.060
P -2.47835 0.19209 -1.21311 0.804
H -5.15686 0.57771 5.61061 0.104
F 3.81391 3.33855 0.13515 0.134
S 2.77779 2.33735 -2.08142 0.600
H -1.21186 2.89216 -5.16842 0.105
C 0.99096 3.01401 2.12052 -0.577
F 0.98295 -0.05553 -4.50268 0.152
C -5.47556 -2.26423 -3.68806 -0.086
H -0.80044 4.94515 -3.85032 0.104
C -2.93034 1.03290 3.09616 -0.418
H -4.11637 -0.63738 3.73410 0.110
H 1.01940 4.88668 3.21253 0.083
H 4.34258 -2.83889 2.91017 0.081
H -2.95767 4.09688 4.56334 0.100
Te -5.07366 1.58458 0.39262 1.250
C 3.33002 -2.72743 0.99090 -0.197
C 3.83318 -3.50035 2.21132 -0.081
C -1.30030 -3.24705 3.62068 -0.097
N 1.24763 2.32086 3.23608 0.211
O 0.75579 2.43684 1.05827 -0.147
H -6.21927 -2.85593 -4.20608 0.103
H -9.63932 -0.32798 -1.21666 0.099
H -4.75796 0.95603 -2.92283 0.098
F 1.84963 -2.01993 -4.18775 0.150
C -7.75809 0.42432 -0.51221 -0.148
C -7.19550 -2.20021 -0.22140 -0.157
C -1.41323 2.90297 -4.10457 -0.077
C -1.88683 1.75822 -3.48306 -0.102
C 2.04089 -0.70958 -4.03709 -0.672
H 0.15964 4.89957 1.64863 0.094
C -1.92538 2.91988 -1.38113 -0.129
C -6.50430 0.07735 -0.02170 -0.556
H -4.30720 -3.96395 -3.09516 0.101
H -6.42713 -0.39486 -4.13902 0.106
C -1.18460 4.05729 -3.36578 -0.087
H 2.82605 -3.38492 0.28006 0.131
C 1.01889 4.51087 2.19159 0.025
H -4.58305 2.94453 6.02940 0.101
H -3.38355 -2.25293 0.53402 0.059
H -6.98844 -3.26069 -0.11783 0.102
H -5.26879 -1.59320 0.50710 0.064
H 1.91543 4.85560 1.67487 0.094
Ca 0.25901 0.48477 -0.12203 1.176
N 1.72907 1.11729 -1.98132 -0.396
H -1.26101 4.95860 -1.42331 0.104
H 4.14262 -2.23999 0.44906 0.123
C -4.40748 -2.88636 -3.05713 -0.087
C -4.11748 2.41077 5.21087 -0.088
C -2.69778 -3.87319 1.77195 -0.080
O 1.23083 -1.19068 -1.58653 -0.400
C -6.22964 -1.27106 0.13141 -0.124
C -4.65389 -0.12206 -2.96882 -0.107
O 2.04996 3.54728 -1.89242 -0.259
P -2.19925 0.22962 1.63465 0.810
C 3.80803 2.17098 -0.51238 -0.641
C -1.41140 -1.91712 3.24900 -0.129
H -0.89963 -1.15276 3.82644 0.098
N 1.61346 -0.86761 1.61071 0.136
S 2.24391 -0.36470 -2.22459 0.579
F 3.28936 1.24582 0.32023 0.082
H -2.04542 0.85602 -4.06335 0.106
H 3.00933 -3.98698 2.73086 0.080
H -1.90327 2.87012 2.69054 0.086
H -2.63164 -2.60888 -1.87982 0.095
C -3.85100 0.39568 3.92246 -0.092
H -8.03573 1.46038 -0.66888 0.088
C -2.18475 -1.54232 2.14795 -0.385
H -0.71272 -3.51911 4.48921 0.098
C 2.37215 -1.68874 1.34887 -0.178
C -5.59211 -0.88130 -3.65103 -0.075
C -1.94676 -4.23183 2.88072 -0.098
H 1.21685 1.31263 3.19176 0.096
H 4.53665 -4.26493 1.88868 0.080

---

[2]
78
Properties=species:S:1:pos:R:3:lowdin_charge:R:1 method="wB97M-V/def2-TZVPD" spin_multiplicity=1 lumo_energy_ha=0.017 e_above_lowest_kcal_mol=0.0 charge=-1
N -2.16448 -1.97804 1.78943 -0.121
C -2.44570 0.22575 -3.04233 -0.081
C -4.75956 -2.26008 2.17844 -0.253
C -1.70129 1.00108 3.72320 -0.213
H 1.26124 -0.62270 3.21237 0.049
H 7.01297 -2.79295 -1.00433 0.107
C -0.11811 -0.97777 -3.99804 -0.060
C -1.18692 -3.74707 4.46898 -0.236
H 8.96063 0.89430 -2.01363 0.118
H -1.25859 -1.45206 -5.75539 0.117
C -4.71008 -0.80305 2.86216 -0.143
H 0.78685 -1.44969 -4.36908 0.104
C 6.38765 4.66394 0.24843 -0.003
C 5.19147 1.11175 0.70339 -0.278
C -2.43436 -0.36808 -4.30488 -0.091
C -7.17149 1.58381 -3.72334 -0.064
C -3.64355 -0.34327 -5.15581 -0.282
H -3.18539 -4.85182 4.80278 0.038
H -5.81404 -0.42163 2.89981 0.068
O -3.70374 1.32964 -1.39733 0.109
H 1.37869 -2.69234 1.16497 0.039
H -6.07873 1.92449 -1.90558 0.122
C -1.79101 2.03477 2.90710 -0.010
Ga -1.16246 -1.91576 3.44000 0.358
C -0.12322 -0.36750 -2.74538 -0.043
C 8.08290 -1.02169 -1.59895 -0.064
H -8.07385 2.06429 -3.35707 0.104
C 5.26435 2.58783 0.76812 -0.082
C 7.07432 -1.71144 -0.92869 -0.059
H 1.75130 -1.08279 1.14465 0.027
H -3.15833 -3.83575 2.48707 0.076
H -0.29497 -4.49335 4.43467 0.028
H -0.77640 -0.13788 5.48206 0.054
H -1.28151 0.70006 -1.28619 0.126
C -4.88429 0.89235 -3.37785 -0.080
C 6.21394 0.37592 -0.07370 -0.081
C 4.27394 3.29895 1.44944 0.013
C -6.04772 1.50473 -2.90682 0.005
H 7.20902 5.20149 -0.21647 0.118
H 5.45833 6.45108 0.99955 0.105
C 5.40216 5.36863 0.93276 -0.063
C 6.31483 3.27202 0.15679 -0.088
H -2.56906 -0.51404 5.26130 0.027
C -1.60123 -0.30820 4.67574 -0.269
H -4.33360 -0.78448 3.94381 0.059
C -1.28535 0.22936 -2.26528 0.021
O 8.27548 3.13112 -1.12800 0.092
C -2.37506 -4.12157 5.21757 -0.181
H 1.48046 -2.49772 3.38376 0.035
H -1.85668 2.78110 2.03568 0.017
C -3.32423 -2.91213 1.81291 -0.347
H 0.77904 -0.35889 -2.14135 0.110
C 6.14030 -1.01557 -0.16760 0.009
H 3.56768 5.23833 2.05255 0.109
H -2.38703 -1.05215 1.39788 0.025
C -3.67981 0.85019 -2.51779 -0.278
H -5.25302 -2.97075 2.96477 0.092
H 5.35331 -1.55847 0.34797 0.125
C 8.16912 0.36305 -1.49299 -0.003
C -1.27064 -0.97878 -4.77783 -0.005
H -8.01086 1.12710 -5.65307 0.103
C -7.13758 1.05389 -5.01175 -0.068
H 8.80395 -1.56428 -2.20298 0.104
C 7.23777 1.06418 -0.72459 -0.087
C 4.34155 4.68710 1.52680 -0.055
H -5.96716 0.01206 -6.48069 0.118
H -5.45384 -2.32572 1.24799 0.092
N 0.98610 -1.75806 1.38440 -0.136
H -3.42607 -3.33999 0.72761 0.090
O -3.63950 -0.87391 -6.25597 0.089
C 0.85010 -1.65806 2.88679 -0.346
C -4.85819 0.34037 -4.65831 -0.085
C 7.34798 2.53482 -0.60322 -0.282
H -4.16106 -0.06587 2.15904 0.065
C -5.98558 0.42773 -5.47736 -0.004
H 3.44582 2.77418 1.91768 0.128
H -2.55694 -3.62724 6.24408 0.035
O 4.29902 0.51118 1.27517 0.113

---

[3]
77
Properties=species:S:1:pos:R:3:lowdin_charge:R:1 method="wB97M-V/def2-TZVPD" spin_multiplicity=1 lumo_energy_ha="-0.236 / -0.237" charge=+2
C -3.97730 -1.19073 -2.93828 -0.097
C -2.29550 3.89260 -1.06019 -0.132
C 1.37724 -2.80047 0.32509 -0.108
H 0.61798 -3.41244 0.83062 0.148
C -4.49586 3.46261 0.56121 -0.071
C -3.06122 -0.86508 -0.74863 -0.185
C -1.11234 3.37529 -5.95181 -0.070
C 1.53017 2.55972 -0.23851 -0.091
C 1.04195 -2.84528 -1.14987 -0.236
C 2.65713 -0.80196 0.72078 -0.097
C -2.98399 2.05451 -6.66772 -0.067
H 1.24830 0.01727 4.56680 0.127
C -0.01040 1.72334 4.22695 -0.008
H 2.35160 -3.26828 0.51404 0.146
C -3.03982 2.72956 -1.20093 -0.279
H -4.12635 -0.86180 -3.95587 0.090
H 3.12453 -1.18116 -0.19694 0.151
H -4.76908 1.64376 -0.53016 0.103
C -0.55302 0.90649 -2.01048 -0.258
Ge -2.39555 1.33498 -2.48861 0.981
H -3.64558 1.71589 -7.45154 0.112
H -1.82398 3.29860 -7.96714 0.113
H -4.70783 -3.81147 -0.93634 0.114
N -0.51452 0.55659 1.76238 0.008
C -3.72899 4.60429 0.72207 -0.076
C 2.62245 0.69999 0.58142 -0.242
C 3.71147 1.47203 0.96475 0.017
H -2.56931 -0.20975 -0.01499 0.066
C -2.30500 2.01856 -4.36798 -0.276
C 0.58771 0.52139 3.87879 0.013
H 2.41992 -4.40852 -1.63985 0.129
H -1.35590 3.26210 3.55245 0.122
H 1.51377 -4.71613 -3.92207 0.130
H 0.18860 2.17180 5.18796 0.127
C 0.30906 -0.03691 2.64020 -0.261
H -5.05633 -3.01448 -3.24348 0.116
C 0.03206 -3.17817 -3.66850 0.000
C -1.08260 1.71594 2.09653 -0.085
N 0.07265 -2.00710 -1.58460 -0.060
H -0.31455 4.06883 -6.16889 0.110
H -3.99462 5.33521 1.47091 0.111
H 2.52014 4.45077 -0.08911 0.124
H 3.31273 -1.07868 1.55646 0.147
C -1.95905 2.93807 -6.95786 -0.065
C 0.85735 -1.38662 2.24667 -0.112
C 1.60681 -3.79329 -1.98622 0.017
H 0.64058 2.92781 -0.73373 0.101
C 1.10260 -3.96322 -3.26929 0.005
H -5.36389 3.30431 1.18360 0.112
C -3.57109 -2.09129 -0.35181 -0.073
N 1.33738 -1.43255 0.86154 -0.281
C -4.49390 -2.41479 -2.54360 -0.054
N 1.55691 1.24535 -0.01282 -0.022
H 4.57021 1.00921 1.42386 0.130
Os -0.05852 -0.24535 -0.43447 1.310
C -3.16809 1.60314 -5.36931 -0.107
C -4.29390 -2.86485 -1.24926 -0.059
C -2.63130 4.82426 -0.09463 -0.079
C 2.57459 3.39387 0.11432 -0.007
H -3.44096 -2.43424 0.66485 0.108
C -1.28640 2.91371 -4.66009 -0.134
H 1.64483 -1.69585 2.94480 0.143
H -1.73520 2.15903 1.35408 0.104
C -3.27439 -0.39473 -2.04582 -0.306
H -0.61852 3.24468 -3.87639 0.083
H -2.04220 5.72209 0.01146 0.109
H -0.43066 -3.30928 -4.63175 0.126
H -1.45477 4.07229 -1.71759 0.087
H 4.52812 3.45320 1.00923 0.127
C -0.86491 2.33053 3.31842 -0.009
C 3.69079 2.83751 0.72578 -0.006
H 0.18537 1.04771 -2.80490 0.006
C -4.15576 2.52567 -0.40244 -0.108
C -0.42630 -2.19327 -2.81454 -0.080
H 0.03098 -2.09979 2.34084 0.142
H -1.22877 -1.52818 -3.10083 0.097
H -3.99429 0.93954 -5.15506 0.087

---

[4]
92
Properties=species:S:1:pos:R:3:lowdin_charge:R:1 method="wB97M-V/def2-TZVPD" spin_multiplicity=4 lumo_energy_ha="-0.068 / -0.067" charge=0
O -2.29973 -4.15549 -1.57060 -0.342
N 2.93082 0.21663 1.07574 -0.065
H -6.56549 -3.32553 3.05103 0.098
C 0.27324 3.84477 0.79044 -0.506
H 3.66651 -3.40528 2.70732 0.060
H -4.01378 -2.76242 -2.39172 0.078
H -1.59061 1.64627 1.23712 0.116
H -0.58185 -3.12035 3.36641 0.065
C -1.50295 0.04217 2.71442 -0.016
H -1.47847 -1.99720 4.44804 0.093
C 1.30931 -2.02608 -0.55742 -0.433
H 0.30892 -1.99941 4.43338 0.089
H -5.02919 0.95596 -4.26193 0.093
H -3.18503 2.69134 -4.52738 0.109
N -0.04623 0.19217 1.04569 -0.046
N 0.07944 4.95950 1.63767 -0.067
H -5.56918 -1.42117 -3.70698 0.094
C -0.85323 6.03456 1.23283 -0.024
H 2.30425 -4.48089 -0.09742 0.071
Se 5.56884 -0.63930 -2.64211 1.108
O 1.45993 1.59983 3.22567 0.001
C 2.90927 -1.08223 1.47897 -0.418
S -2.21529 -3.20908 -0.47140 0.602
C -4.65401 -0.97889 -3.36037 -0.094
C 5.05958 3.25602 -3.01313 0.010
C 3.89253 3.88111 -2.61673 -0.025
C -5.90145 -3.34470 2.19591 -0.100
C -3.10856 0.91597 -3.26844 -0.163
H 5.78084 -0.12507 2.64233 0.107
C 5.06331 1.85455 -2.80905 -0.367
V 1.46486 0.84823 -0.08145 0.751
N 0.97296 2.71932 1.24100 0.094
H -5.72724 -5.45066 2.06873 0.094
N 2.86826 1.90565 -1.51628 0.047
C -3.86132 -3.24595 0.33929 -0.264
C -5.36553 -4.51221 1.69515 -0.086
C 1.25862 2.65950 2.62103 -0.501
H 0.98398 -3.15822 -3.53510 0.107
C -4.38836 -4.48253 0.68145 -0.054
C 0.67995 5.02860 2.88009 -0.070
H 4.34698 1.77287 1.34590 0.117
H -6.01940 -1.19912 1.93505 0.101
N 1.19757 -0.84786 -1.23321 -0.044
C -3.78709 -1.73331 -2.56686 -0.055
C -0.59279 -2.14698 3.81998 -0.007
N 5.94529 0.99960 -3.28600 -0.250
C -4.46460 -2.05360 0.71225 -0.058
C -1.45345 2.67270 -3.22900 -0.069
C -4.35281 0.34021 -3.67544 -0.077
H 0.92247 -0.47450 -3.34631 0.114
H 5.89599 3.75004 -3.48508 0.119
C 4.81714 -0.19118 2.18641 -0.019
H 0.20668 2.30219 -1.92056 0.054
C 4.28832 -2.57827 3.05516 -0.013
H -2.33449 0.21974 3.38070 0.116
H 1.73260 3.87709 4.31545 0.099
C 1.08061 -2.55355 -2.67654 -0.017
H 4.05195 -2.31844 4.09400 0.095
N 4.05388 -1.40515 2.15184 -0.090
H -0.36859 7.01294 1.37058 0.089
H 1.97273 -5.06125 -1.81200 0.089
C 3.94455 1.19569 -1.98289 -0.424
C -5.51415 -2.11692 1.64021 -0.072
N -1.85384 -1.68817 -0.98915 -0.084
C 4.08759 0.75037 1.50870 -0.126
C 0.19883 -0.93235 1.71726 -0.430
N -1.15298 0.77137 -1.80006 0.121
H -1.10300 3.63883 -3.56896 0.100
H 0.66158 -4.94140 -0.67986 0.085
H 0.55765 5.99266 3.38366 0.127
C -2.62470 2.15605 -3.76411 -0.014
O -0.19925 3.90076 -0.33426 -0.007
N -0.65690 -1.10294 2.75344 -0.074
C 1.27936 3.92601 3.34385 -0.015
H 1.95556 3.73582 -1.67045 0.104
H -1.77427 6.02514 1.80914 0.085
H -4.15596 -1.13052 0.26223 0.102
N 1.32650 -3.07778 -1.39863 -0.091
H 3.67925 4.91271 -2.87628 0.111
C -2.63330 -1.15735 -1.96018 -0.299
P 1.49878 -2.21978 1.28635 1.213
H -3.95465 -5.37897 0.24688 0.113
H 5.34829 -2.82125 3.01493 0.085
O -1.21334 -3.35471 0.55161 -0.373
C 2.84662 3.17712 -1.94410 -0.070
C 1.61442 -4.47210 -0.96827 -0.016
C 1.04636 -1.17818 -2.53789 -0.132
C -0.75375 1.93896 -2.30029 -0.183
C -1.13953 0.75518 1.61619 -0.118
H -1.10343 5.88053 0.19281 0.074
C -2.29018 0.20640 -2.31763 -0.143
N 4.04096 -0.10476 -1.75276 -0.192

---

[5]
82
Properties=species:S:1:pos:R:3:lowdin_charge:R:1 method="wB97M-V/def2-TZVPD" spin_multiplicity=1 lumo_energy_ha=-0.093 e_above_lowest_kcal_mol=12.4 charge=0
C -3.28031 0.55880 -3.31346 -0.191
H 3.11560 -1.41349 -0.87766 0.086
C 0.10130 0.55789 1.82894 -0.165
C -0.79223 -0.57422 1.43557 -0.022
N -1.58208 1.65604 -1.96636 0.088
N -2.36706 -3.00793 3.60683 -0.136
C 4.27364 2.20240 0.39100 -0.097
H -0.90735 0.51630 -6.37491 0.122
H -4.72652 -0.36661 -4.60511 0.117
C -1.59753 -5.09489 3.46252 -0.190
H 3.87768 0.10296 0.59232 0.105
C 2.97841 1.12126 4.27101 -0.042
C 0.71142 2.92457 1.75633 -0.184
H 1.28805 -0.67820 3.12969 0.090
H -2.01313 3.62416 0.61772 0.124
C -1.13636 1.09153 -4.32479 -0.185
H 0.78069 4.36727 0.12842 0.072
C 1.04845 -4.30094 3.14376 -0.099
H 2.21931 3.51891 3.16265 0.120
H 0.23250 2.70757 -3.87542 0.088
C 0.18804 0.05134 -1.32868 -0.379
H -1.58231 -0.27051 0.74795 0.094
N -0.73735 1.98897 0.03964 0.077
C -1.75506 2.92729 -0.15711 0.007
C 2.34157 1.05645 -0.60287 -0.192
C 1.50329 -0.10658 -0.67438 -0.218
H -4.41127 -0.76813 -6.95867 0.075
H 3.61523 2.00411 4.40638 0.077
H -1.27393 -0.97587 2.32818 0.048
C -0.60657 1.26075 -1.10323 -0.102
H -3.09726 3.19699 -1.87730 0.134
O 2.67607 -2.64489 3.13679 0.047
H 4.50922 4.32105 -0.07748 0.100
H 1.27956 2.29357 -2.04225 0.070
O -2.61580 -1.80828 3.66921 0.079
C -1.58837 0.52677 -5.52372 0.007
H -0.45148 4.70481 1.37251 0.071
C 2.82674 3.41896 -1.09505 -0.112
H 5.13864 2.17572 1.05462 0.101
C -0.57674 -6.08497 3.61052 -0.137
C 2.05792 2.26653 -1.28380 -0.050
H -5.12620 0.00926 -2.45776 0.081
H -0.21405 -1.38091 0.96659 0.084
C 1.89536 1.38939 3.25785 -0.249
H -3.78675 -0.06475 -1.30364 0.094
H 1.54260 -6.36575 3.65014 0.135
O -3.26683 -3.93699 4.16762 0.059
H -4.47883 1.50639 -1.77994 0.069
H 2.09192 -1.84692 0.49674 0.065
C -4.20355 0.50962 -2.14206 -0.035
C 0.74408 -5.65897 3.46457 0.092
O 3.23736 -4.68382 3.74004 0.081
C -1.26726 -3.75115 3.14111 -0.060
H 2.55424 4.33573 -1.63652 0.107
N -2.79832 -5.25491 4.05164 0.172
H 1.26962 4.96670 1.71020 0.088
H -2.85848 -1.59240 -7.13541 0.087
H 0.27826 -2.27586 2.83908 0.082
C -3.32664 -0.61490 -6.95433 -0.053
C 1.64853 2.67504 2.77002 0.000
H -3.06667 0.02397 -7.80839 0.081
C 0.00882 1.82961 1.24202 -0.123
C 3.53790 1.04302 0.16642 -0.034
C -1.05788 -7.36735 4.03030 -0.156
N -1.44132 -8.41946 4.36426 0.186
C -1.98026 1.06813 -3.21052 -0.127
C 0.55637 4.30557 1.20201 -0.039
C 1.10117 0.33811 2.78387 0.015
H 0.93595 1.06020 -3.73824 0.090
C 0.22736 1.69201 -4.28774 -0.027
C 2.06930 -1.45238 -0.53522 -0.063
C -3.71140 0.03016 -4.53688 0.002
C 0.04936 -3.32462 2.91728 0.135
O -0.29572 -0.82243 -2.07278 0.004
C 3.93141 3.39773 -0.24400 -0.115
H 3.61524 0.27777 3.96633 0.082
H 0.59678 1.75724 -5.31798 0.085
C -2.87075 -0.01168 -5.65111 -0.254
H 1.51582 -2.16156 -1.16712 0.085
C -2.27371 2.72022 -1.37532 -0.005
N 2.39395 -3.85746 3.34249 -0.304
H 2.55858 0.86097 5.25409 0.085